Density functional theory data (the ωB97M-V functional and the def2-TZVPD basis) for a structure of composition C36H38N3O6P2PtS2.

ΔE to the lowest compared entry with this formula, charge and spin: 52.71 kJ/mol
Gap between HOMO and LUMO: 6.8 eV
Net charge: +1
LUMO energy: -0.1207 Eh
HOMO: -0.372 Eh
Calculated total energy: -3608.67565 a.u.

XYZ file:
```
88
Properties=species:S:1:pos:R:3:forces:R:3:lowdin_charge:R:1
Pt -0.06691 0.03995 0.01033 0.186 0.544 -0.445 0.983
O 0.19519 2.28074 2.27903 0.076 0.554 -0.197 -0.303
S -0.32287 1.10661 2.91352 -0.120 -0.767 -0.158 0.505
O -1.30845 1.21726 3.94035 -0.059 0.029 0.007 -0.258
O -0.86956 0.13343 1.83116 0.114 0.486 0.714 -0.554
C 1.08418 0.25488 3.58529 0.137 -0.171 -0.133 -0.257
C 1.05536 -0.09771 4.92718 -0.084 0.137 -0.179 -0.041
C 2.14885 -0.73334 5.48922 0.185 -0.080 0.037 -0.051
C 3.26225 -1.01757 4.71053 -0.067 0.012 0.056 -0.053
C 3.28377 -0.67781 3.36455 -0.085 0.050 -0.060 -0.080
C 2.19803 -0.03340 2.77385 -0.281 0.132 0.059 -0.296
P 2.15673 0.39980 0.98544 0.498 -0.413 0.032 1.008
C 3.32053 -0.81690 0.26332 -0.030 -0.051 0.112 -0.372
C 4.36439 -0.47104 -0.58891 0.012 0.035 -0.108 -0.090
C 5.13377 -1.45640 -1.20258 -0.044 0.072 -0.012 -0.067
C 4.87359 -2.79694 -0.96790 -0.033 -0.008 0.010 -0.081
C 3.83657 -3.15430 -0.11176 -0.020 0.014 0.015 -0.082
C 3.06233 -2.17401 0.48990 0.020 -0.012 0.006 -0.124
C 3.00328 1.99832 0.84934 0.061 0.028 0.071 -0.354
C 2.36667 3.05544 0.21377 -0.078 0.010 0.023 -0.103
C 3.00059 4.28473 0.09021 -0.039 -0.022 -0.021 -0.061
C 4.27228 4.46342 0.61152 0.045 -0.010 0.022 -0.067
C 4.91009 3.41486 1.26536 -0.034 0.003 -0.016 -0.064
C 4.27734 2.18851 1.38617 -0.003 -0.063 0.005 -0.082
H 0.17989 0.14507 5.51454 0.012 -0.020 -0.021 0.117
H 2.13077 -1.00242 6.53761 0.025 0.000 -0.030 0.114
H 4.12187 -1.50902 5.14825 -0.023 0.010 0.003 0.112
H 4.15398 -0.92900 2.77139 -0.014 0.009 -0.026 0.108
H 4.58476 0.57194 -0.78211 -0.021 -0.022 0.010 0.105
H 5.94377 -1.16673 -1.86069 -0.019 -0.008 0.015 0.111
H 5.48157 -3.56019 -1.43849 -0.017 0.023 0.025 0.108
H 3.63853 -4.19908 0.09822 0.003 0.020 -0.007 0.108
H 2.26226 -2.46429 1.16386 0.010 0.015 -0.017 0.106
H 1.35529 2.91603 -0.14702 0.114 0.013 0.105 0.056
H 2.49584 5.10847 -0.39959 0.002 -0.021 0.010 0.107
H 4.76577 5.42335 0.52164 -0.017 -0.032 0.002 0.110
H 5.89709 3.55575 1.68624 -0.010 0.000 -0.006 0.110
H 4.77741 1.37715 1.90347 -0.006 0.018 -0.014 0.108
N 1.66490 -2.55171 -2.78572 -0.128 0.040 -0.129 0.153
C 2.33794 -1.95099 -3.87131 0.008 -0.070 0.059 -0.235
C 2.95251 -2.74023 -4.82571 0.007 -0.044 -0.016 -0.010
C 3.61561 -2.14562 -5.89169 -0.008 -0.012 -0.002 -0.063
C 3.63824 -0.76616 -6.00788 0.024 0.001 -0.023 -0.067
C 3.00290 0.02018 -5.05469 0.005 0.086 -0.020 -0.085
C 2.36674 -0.57217 -3.97707 0.022 0.011 -0.116 -0.436
S 1.66028 0.46239 -2.73758 -0.001 0.141 0.204 1.037
N 0.70973 -0.63009 -1.81325 0.157 0.157 0.310 -0.390
C 0.84777 -1.91587 -1.92150 0.085 0.019 -0.171 -0.338
C 0.04906 -2.76228 -1.01483 -0.014 0.002 0.118 -0.210
C -0.32089 -4.06693 -1.29194 0.072 -0.069 -0.023 0.013
C -1.09019 -4.74375 -0.35833 0.009 -0.069 -0.048 -0.026
C -1.45956 -4.09748 0.80784 -0.043 0.018 0.124 -0.015
C -1.06892 -2.78290 1.00148 0.153 0.000 -0.108 -0.072
N -0.32880 -2.13640 0.10063 -0.408 -0.345 0.204 -0.019
H 1.73262 -3.55058 -2.69953 0.035 -0.011 0.015 0.138
H 2.91712 -3.82093 -4.73355 0.006 0.047 -0.009 0.121
H 4.10425 -2.76519 -6.63177 -0.014 0.016 0.021 0.113
H 4.14420 -0.29552 -6.84057 -0.020 -0.016 0.032 0.113
H 3.01357 1.10094 -5.14876 -0.010 -0.052 0.019 0.114
H -0.04886 -4.54237 -2.22549 -0.017 0.010 0.028 0.121
H -1.40492 -5.76122 -0.54851 0.003 0.018 0.005 0.122
H -2.06183 -4.59028 1.55864 0.013 -0.005 -0.029 0.120
H -1.34580 -2.21109 1.87659 -0.036 0.025 0.031 0.117
C -0.59625 3.32923 -3.59420 0.020 -0.028 -0.096 -0.066
C -0.23729 3.30843 -2.13084 -0.336 -0.003 0.069 -0.289
O -1.38738 2.95224 -1.33834 0.198 0.302 0.001 -0.252
P -1.67602 1.57259 -0.60334 -0.216 -0.737 -0.356 0.596
O -2.61103 2.05646 0.56230 -0.027 0.269 0.328 -0.257
C -2.56666 3.34216 1.26321 -0.006 -0.200 -0.220 -0.229
C -3.74188 4.18078 0.82619 -0.026 0.030 0.032 -0.057
O -2.69251 0.76477 -1.52665 -0.231 0.125 -0.149 -0.277
C -4.08437 1.13446 -1.74498 0.223 -0.022 0.012 -0.237
C -4.24272 2.29566 -2.69755 -0.020 0.058 -0.036 -0.069
H 0.22479 3.76112 -4.16958 -0.002 -0.026 0.004 0.085
H -1.48676 3.93439 -3.76457 0.025 0.008 0.015 0.084
H -0.78061 2.31875 -3.96372 -0.027 0.026 0.016 0.072
H 0.08131 4.28620 -1.77384 -0.048 0.082 -0.006 0.124
H 0.55676 2.60491 -1.92419 0.169 -0.123 -0.026 0.007
H -1.61396 3.82677 1.06339 0.016 -0.005 -0.027 0.109
H -2.60593 3.09498 2.31848 -0.027 -0.060 0.085 0.112
H -3.64398 4.48162 -0.21728 -0.010 -0.020 0.008 0.069
H -3.79857 5.08312 1.43861 0.034 -0.030 -0.022 0.087
H -4.67620 3.63157 0.95433 0.038 0.010 -0.010 0.086
H -4.53367 1.34132 -0.77592 -0.026 0.026 0.025 0.109
H -4.53287 0.23150 -2.15003 -0.037 -0.033 -0.024 0.118
H -3.84234 3.21901 -2.27958 0.003 -0.040 -0.006 0.059
H -5.30469 2.44698 -2.89957 0.014 -0.002 0.000 0.086
H -3.74207 2.09521 -3.64555 0.006 -0.012 0.016 0.081
```
Positions in Å, forces in eV/Å.